Molecular formula: C51H72F4NO3S
Method: DFT, the ωB97M-V functional and the def2-TZVPD basis

Structure (XYZ):
```
132
Properties=species:S:1:pos:R:3:forces:R:3:lowdin_charge:R:1
H -3.2669 0.5972 -1.7401 0.193 -0.075 0.281 0.113
C 4.6060 -2.5968 2.7994 -0.093 0.139 0.007 -0.021
H 0.4026 4.2469 -0.8268 0.095 0.046 -0.003 0.048
H 4.1314 -1.6994 3.1756 -0.020 -0.037 0.035 0.107
H 1.0406 5.8934 -2.6319 0.132 0.068 -0.016 0.110
H -1.1410 0.6295 -1.8186 -0.170 0.044 -0.006 0.107
H -4.2179 -0.9349 -1.5876 0.095 -0.034 0.264 0.125
C 6.4577 -4.1285 2.7195 0.021 -0.019 -0.006 -0.087
C 2.5515 3.1582 0.3529 0.334 -0.250 0.536 -0.223
C 10.8119 0.5767 2.2656 -0.044 -0.040 -0.075 -0.078
H 7.4474 -4.4149 3.0470 0.009 0.007 0.008 0.108
C 4.4983 -4.5535 1.3839 -0.098 -0.076 -0.128 -0.017
H 10.9938 1.0484 0.1818 0.004 -0.003 -0.003 0.103
C 10.5301 0.4048 0.9169 0.011 0.028 -0.018 -0.094
C 0.7082 6.1250 0.2424 -0.027 0.008 -0.248 -0.197
C 5.7702 -4.9163 1.8060 0.021 0.085 0.057 -0.068
H -4.3894 -2.3999 -0.0857 0.023 -0.016 0.053 0.078
C -3.3707 2.1643 -4.0370 0.019 0.061 0.088 -0.242
H -1.5975 5.2427 -5.1469 -0.048 0.004 -0.101 0.101
C -0.7660 -0.2369 -1.2800 0.256 -0.159 0.157 -0.250
H 1.2838 4.7665 -5.5418 0.153 -0.070 0.152 0.099
H -1.4728 0.4688 2.8635 0.146 -0.046 -0.008 0.096
C 0.0093 5.2671 -0.8181 0.022 0.177 -0.027 -0.227
H -1.8676 5.0490 -2.8903 -0.107 0.034 0.063 0.107
H -5.2699 -6.9235 4.7945 -0.006 0.015 0.007 0.104
C 2.1031 6.6389 -0.1192 -0.152 -0.201 -0.010 -0.203
H 1.4038 1.3892 -1.0118 -0.291 -0.014 0.236 0.119
N 1.6441 0.3917 -0.9768 0.336 -0.223 -0.690 0.073
H -0.8550 4.6094 -7.2145 0.050 0.130 -0.057 0.073
H -5.9134 -10.6914 2.8699 -0.012 -0.016 0.002 0.106
C -0.8190 4.9407 -3.1671 0.314 0.172 -0.119 -0.224
H -1.0404 5.1781 -0.5254 -0.085 -0.119 0.084 0.113
H -2.0485 -1.4621 1.0153 -0.039 -0.072 -0.102 0.116
H -2.0436 -2.0113 -0.9681 -0.106 0.058 0.075 0.119
C 3.1767 5.5597 -0.3088 0.021 0.333 0.338 -0.190
C -6.7734 -4.2101 1.4849 -0.085 -0.017 0.168 -0.010
H -2.5493 2.1755 -3.3103 0.084 -0.119 -0.004 0.100
C 9.0653 -1.4295 1.4520 -0.094 -0.095 -0.052 -0.020
H 8.3885 -2.2221 1.1607 -0.004 -0.002 0.029 0.109
H -0.5610 3.8930 -2.9830 -0.022 -0.152 -0.004 0.085
H -1.7849 4.3185 4.0084 -0.158 0.066 0.041 0.024
F 2.7014 -3.0261 1.4761 -0.066 0.051 -0.039 0.023
C -6.2675 -9.7082 3.1484 0.018 0.081 0.036 -0.080
H -4.8620 1.9200 -2.5290 -0.020 -0.041 0.088 0.129
H -4.4558 -9.1711 4.1637 -0.001 -0.007 0.002 0.101
H -7.9441 -5.7604 0.5905 0.003 -0.011 0.026 0.108
C -2.3090 3.5079 3.5611 -0.328 -1.097 -0.601 0.108
H -0.9366 -2.1392 -2.3121 0.048 -0.088 0.027 0.134
H 0.4695 3.4022 -4.7803 0.155 -0.120 0.058 0.084
C -0.8138 0.0847 0.2435 -0.429 0.849 -0.002 -0.613
C 1.7755 -0.1230 0.4205 -0.021 -0.081 0.990 -0.247
C -0.6229 5.2570 -4.6606 -0.195 -0.353 0.271 -0.200
H 4.2825 2.1675 1.1658 0.144 -0.102 0.041 0.113
C -5.7794 -3.2804 1.2671 -0.057 -0.115 -0.145 -0.281
H 9.4385 -0.7334 -0.5372 0.007 -0.021 -0.009 0.104
H -2.1605 1.1293 -5.1824 0.074 -0.246 0.104 0.080
H -7.2339 -4.2889 2.4601 0.004 0.029 -0.001 0.111
H -3.6468 3.2110 -4.1872 -0.015 0.066 -0.014 0.123
C -7.9729 -8.0487 3.1389 0.134 -0.045 0.027 -0.292
H 2.0560 1.2090 2.1153 -0.103 0.196 -0.032 0.120
F -5.3926 -2.4734 2.2805 0.041 0.045 0.032 0.047
H 11.4958 1.3524 2.5817 0.001 0.007 0.017 0.108
H -5.4250 1.6055 -4.1518 -0.042 -0.276 -0.139 0.136
H -0.4263 6.8099 -2.2255 0.252 0.201 -0.111 0.128
H 0.6317 3.6935 -7.4559 -0.027 -0.072 -0.154 0.067
C 3.4172 1.8889 0.5720 -0.482 0.486 0.162 -0.166
C 10.2231 -0.2466 3.2141 0.023 0.025 0.145 -0.014
F -9.2079 -7.6479 2.7749 -0.016 0.021 -0.023 0.054
C -0.2033 3.8559 -6.7781 0.155 -0.100 0.094 -0.102
H 2.0417 7.2090 -1.0453 -0.020 0.161 -0.040 0.103
C -7.5429 -9.3088 2.7761 -0.068 -0.089 -0.073 -0.014
H 0.0821 6.9940 0.4505 -0.064 0.051 -0.001 0.115
H 10.4269 -0.1299 4.2700 -0.003 -0.027 -0.003 0.120
H -4.2430 1.0575 3.0041 -0.226 -0.054 -0.205 0.118
C -5.1627 -3.1458 0.0408 0.126 0.074 -0.024 -0.028
C 0.0272 5.8165 -2.2405 -0.509 -0.272 0.208 -0.209
C -6.5513 -4.9149 -0.8073 -0.010 -0.014 -0.012 -0.082
H 4.1463 6.0558 -0.3185 0.048 0.066 -0.201 0.108
C 5.8753 -2.9706 3.2170 -0.078 -0.090 -0.070 -0.075
C -3.6060 -0.3142 -2.2463 -0.773 0.110 -0.824 -0.254
C -2.3786 0.1688 2.3463 -0.380 0.031 -0.243 -0.176
C 9.3616 -1.2351 2.7857 0.050 0.078 -0.113 -0.281
C -2.1070 -0.3744 0.9297 0.177 -0.227 0.492 -0.197
H 2.2472 3.2370 -0.6915 -0.054 0.039 -0.114 0.084
H -2.9823 -0.1583 0.3226 0.013 0.041 -0.219 0.097
C -5.4482 -8.8534 3.8736 0.035 -0.001 0.001 -0.096
H -6.8562 -5.5571 -1.6220 -0.005 -0.002 0.001 0.106
C -7.1613 -5.0300 0.4350 0.071 0.025 -0.072 -0.064
H 3.7999 1.5247 -0.3834 0.307 -0.020 0.035 0.106
C -7.1770 -7.1811 3.8584 -0.021 0.169 0.031 -0.029
H 2.3043 -1.0678 0.3262 0.046 -0.031 -0.330 0.132
C 9.6576 -0.5964 0.5132 0.032 0.050 0.062 -0.084
H 2.6369 4.8627 1.6455 0.152 0.036 0.180 0.105
C -5.5508 -3.9731 -1.0032 -0.056 -0.036 0.039 -0.075
C -4.5858 1.4477 -3.4800 0.072 0.435 -0.016 -0.182
C 3.9469 -3.3973 1.8904 0.201 -0.043 0.077 -0.280
H 6.2236 -5.8184 1.4187 -0.013 -0.018 0.001 0.111
H -5.0724 -3.8805 -1.9697 -0.004 0.023 -0.008 0.107
F 8.7860 -2.0443 3.7043 0.062 0.006 0.036 0.042
C -1.5881 -1.4455 -1.7819 0.020 -0.066 -0.367 -0.146
H 2.5558 0.2917 -1.4211 0.024 0.132 0.009 0.176
H 0.2885 -1.5429 1.0850 -0.015 -0.068 -0.023 0.138
H 0.7394 5.5556 1.1735 0.007 0.020 0.102 0.097
S -0.6425 1.9287 0.4028 -0.043 -0.086 0.058 0.943
C 0.6770 -0.4477 -1.7344 -0.358 -0.576 0.173 -0.069
H 3.9422 -5.1560 0.6781 -0.006 0.010 0.009 0.119
H -2.8155 -0.6497 2.9131 0.058 -0.054 0.113 0.113
H 3.3816 0.1370 1.7927 -0.055 -0.127 0.037 0.105
H 0.7864 -0.3183 -2.8070 0.089 0.294 -0.047 0.151
H -8.1992 -9.9607 2.2156 -0.012 0.020 -0.001 0.119
O -2.5390 -1.0718 -2.7571 0.295 0.221 0.140 -0.062
C -3.3869 1.3489 2.3990 0.463 0.340 0.433 -0.200
H 6.4061 -2.3606 3.9311 0.032 0.032 0.020 0.101
H 0.9594 -1.4779 -1.5128 0.168 -0.019 0.013 0.143
O -2.9703 1.6267 -5.2764 -0.091 0.255 -0.211 -0.032
H 1.6482 3.0235 0.9435 -0.088 0.078 -0.167 0.046
C 0.3918 -0.4589 1.0173 0.043 -0.199 -0.397 -0.123
C -2.8129 2.5433 3.0309 0.525 0.992 0.491 -0.171
H 3.0359 5.1082 -1.2916 0.107 -0.177 -0.049 0.100
C 0.3172 4.2854 -5.3997 -0.230 0.363 -0.220 -0.252
H -0.7777 2.9317 -6.7295 -0.098 0.008 0.046 0.056
H 2.4085 7.3492 0.6499 0.111 -0.043 0.099 0.114
H 4.2175 4.3247 1.1379 0.106 -0.095 -0.049 0.105
H -7.5529 -6.2013 4.1217 -0.037 -0.027 0.025 0.111
C 2.6505 0.7852 1.3096 0.421 -0.158 -0.261 -0.121
H 0.3600 -0.0867 2.0360 -0.017 0.015 0.111 0.113
H -0.2409 6.2737 -4.7451 -0.070 0.117 -0.120 0.111
H -3.7308 1.6344 1.4057 -0.156 -0.140 -0.080 0.105
C 3.1989 4.4868 0.7925 -0.218 -0.021 -0.476 -0.174
H -1.6464 2.3070 -0.4027 -0.064 -0.102 -0.023 -0.077
O -4.4016 0.0559 -3.3291 0.048 -0.209 0.216 -0.062
C -5.9045 -7.5912 4.2275 -0.007 -0.096 -0.049 -0.082
```
Forces are in eV/Å.

Values from the calculation:
net charge	+1
E_tot	-3064.295506	a.u.
HOMO-LUMO gap	8.0	eV